{
  "formula": "C36H63BrF5NO8Si",
  "method": "ωB97M-V with the def2-TZVPD basis set",
  "max_force_ha_per_bohr": 0.017,
  "orbital_gap_ev": 8.68,
  "e_homo_ev": -8.1,
  "e_tot_ev": -147733.357,
  "total_charge": 0,
  "symbols": ["C", "F", "F", "C", "C", "H", "H", "H", "H", "H", "C", "C", "O", "H", "C", "H", "N", "O", "H", "H", "H", "C", "C", "H", "C", "H", "C", "C", "C", "C", "H", "H", "H", "H", "H", "C", "H", "H", "H", "C", "C", "H", "H", "C", "F", "H", "H", "H", "H", "H", "H", "C", "C", "O", "H", "C", "H", "H", "H", "C", "H", "H", "H", "C", "H", "Si", "H", "H", "O", "C", "C", "O", "O", "H", "H", "H", "H", "H", "H", "H", "C", "H", "H", "C", "Br", "H", "H", "C", "H", "C", "H", "H", "O", "C", "C", "O", "C", "C", "H", "F", "H", "C", "H", "H", "H", "C", "F", "C", "H", "H", "C", "H", "H", "H", "H"],
  "positions_angstrom": [[4.081, -4.355, 0.734], [4.279, -4.426, -0.586], [4.352, -5.555, 1.246], [-2.252, -1.666, 0.024], [-4.698, 0.471, 4.007], [2.157, -1.313, -1.978], [-0.581, 1.410, -4.955], [1.981, 1.418, -5.565], [-0.594, 0.528, -10.069], [5.307, 8.179, 3.312], [-4.743, 1.809, 3.308], [-2.042, -7.247, 2.151], [-2.419, -3.807, -7.544], [-3.250, 3.467, 5.897], [-4.172, -7.301, 3.594], [-2.310, -8.169, 1.633], [2.268, 0.355, 2.472], [-3.557, -5.422, 2.269], [-2.718, -5.140, -10.311], [-4.010, 2.488, 3.748], [4.413, -1.804, -0.750], [2.957, 0.708, 1.232], [0.093, 0.734, -9.247], [-0.168, -1.701, -7.818], [0.078, 3.298, 4.875], [-0.688, -1.702, -1.438], [-0.320, 1.886, -4.009], [-0.087, -2.690, 0.379], [-4.980, 0.472, 5.491], [1.081, 1.503, -3.623], [-4.916, -0.544, 5.875], [0.256, 5.222, -0.033], [-3.528, -3.572, -10.415], [-4.468, -5.922, -8.462], [0.373, 1.785, -9.264], [-2.772, -4.142, -9.873], [-2.058, -2.996, 3.128], [-4.612, -4.904, -7.012], [4.919, 7.204, 6.976], [-2.631, -2.019, 1.312], [3.947, -0.403, 0.836], [-5.028, -6.688, 3.864], [4.960, 0.005, 0.892], [1.300, 4.435, 1.665], [2.633, -3.217, 2.204], [0.541, 3.048, 5.832], [5.276, 8.887, 4.943], [1.714, 1.134, 2.801], [-5.732, 2.257, 3.419], [3.136, 1.551, -4.215], [-4.522, 1.676, 2.252], [2.416, 5.438, 1.799], [-3.142, -4.237, -8.411], [4.240, 6.082, 4.184], [2.273, 0.944, 0.411], [4.955, 6.767, 4.877], [6.682, 7.953, 4.416], [0.177, -3.596, 2.320], [-1.922, 2.697, 6.794], [-0.987, -1.997, -0.436], [-1.471, -1.140, -6.754], [3.499, 1.630, 1.444], [6.325, 6.270, 6.449], [-4.461, -4.897, -8.088], [0.690, 4.031, 4.365], [1.607, -2.976, -0.343], [-4.521, -8.226, 3.130], [0.984, 0.119, -9.385], [-0.716, 1.245, -7.072], [5.251, 6.405, 6.312], [0.035, 4.898, 0.985], [1.332, 0.915, -2.594], [-4.447, -0.548, 3.409], [0.020, 2.395, 4.266], [4.051, -0.186, -1.289], [2.189, 2.964, -4.736], [-1.746, -1.293, -8.498], [1.593, -0.576, -0.509], [2.077, 6.300, 2.374], [-3.613, -7.561, 4.494], [2.283, -1.323, -0.893], [-5.978, 0.870, 5.682], [1.689, -0.469, 2.362], [-1.759, -2.723, 2.124], [1.370, -4.335, -2.106], [-0.393, 5.739, 1.534], [-1.012, 1.565, -3.232], [-0.564, 0.401, -7.929], [4.736, 5.483, 6.569], [5.596, 8.029, 4.349], [2.723, 5.779, 0.807], [-0.685, 4.083, 0.957], [1.405, 3.308, 2.094], [2.620, -3.915, 1.036], [2.173, 1.882, -4.596], [-1.615, 4.964, 4.722], [-2.294, 2.957, 5.802], [-1.017, -1.021, -7.734], [-0.393, 2.968, -4.133], [1.923, -5.074, 1.282], [-1.495, -6.596, 1.472], [3.742, -0.960, -0.579], [3.903, -1.183, 1.596], [-1.404, -7.504, 2.998], [-4.256, 1.102, 6.010], [-3.287, -6.541, 2.633], [4.959, -3.494, 1.243], [-0.491, -3.054, 1.663], [-2.927, -1.112, -0.617], [-2.426, 2.033, 5.235], [-1.303, 3.856, 5.096], [-5.279, -4.354, -8.565], [3.260, 4.984, 2.305], [-3.611, -1.738, 1.670], [-1.806, -3.653, -9.975]],
  "forces_ev_per_a": [[-0.08, -0.05, 0.19], [0.04, 0.04, -0.18], [0.00, -0.12, 0.09], [0.24, 0.01, -0.01], [0.00, 0.06, 0.00], [-0.13, 0.02, 0.01], [-0.01, 0.17, 0.02], [-0.05, 0.08, -0.03], [0.04, -0.07, -0.02], [0.00, 0.00, 0.01], [0.04, -0.10, -0.13], [0.01, 0.14, -0.07], [0.00, -0.01, -0.04], [0.00, 0.01, 0.00], [-0.08, 0.14, -0.01], [0.02, -0.05, 0.06], [0.21, -0.07, 0.12], [-0.09, -0.01, 0.04], [-0.07, 0.00, -0.03], [-0.13, 0.03, -0.01], [-0.01, -0.02, -0.01], [0.17, 0.05, 0.29], [0.01, 0.15, 0.07], [-0.04, -0.05, -0.09], [-0.06, 0.19, 0.10], [-0.04, 0.01, 0.02], [-0.06, -0.17, 0.30], [0.14, -0.22, -0.01], [0.03, -0.17, -0.01], [0.01, 0.04, -0.01], [0.00, 0.00, -0.01], [0.00, 0.08, 0.02], [-0.04, -0.07, -0.03], [-0.04, 0.02, -0.07], [0.00, -0.01, 0.00], [0.12, 0.08, 0.07], [-0.04, -0.04, -0.04], [0.00, 0.00, 0.00], [0.08, 0.03, 0.01], [-0.28, 0.05, -0.20], [0.06, 0.21, -0.12], [0.01, 0.00, 0.00], [0.04, -0.13, 0.02], [-0.04, 0.01, -0.06], [-0.01, 0.08, 0.05], [-0.05, -0.12, -0.01], [0.07, 0.00, 0.04], [-0.16, -0.06, -0.12], [0.02, 0.05, 0.06], [-0.01, 0.00, 0.00], [0.00, -0.01, 0.00], [-0.01, -0.24, -0.09], [-0.03, -0.04, 0.00], [0.08, 0.08, 0.09], [0.04, 0.02, -0.05], [0.01, -0.01, 0.03], [0.00, 0.04, 0.07], [0.00, 0.00, -0.02], [0.03, -0.07, -0.02], [0.00, 0.06, -0.02], [-0.01, -0.02, -0.01], [0.02, 0.00, -0.07], [0.01, 0.07, 0.03], [0.05, 0.04, 0.15], [0.04, -0.01, 0.00], [-0.40, 0.57, 0.18], [0.06, -0.05, 0.04], [-0.04, -0.06, -0.05], [0.03, -0.05, -0.19], [-0.10, -0.12, -0.04], [-0.04, -0.13, 0.03], [-0.03, 0.11, -0.08], [-0.09, 0.05, 0.12], [0.05, -0.05, 0.05], [-0.06, -0.01, -0.02], [-0.04, 0.00, -0.08], [0.06, -0.05, -0.05], [-0.01, 0.04, -0.03], [0.01, 0.05, -0.05], [0.02, -0.08, -0.03], [0.48, -0.73, -0.18], [0.02, 0.07, 0.01], [-0.13, 0.09, -0.03], [0.13, 0.10, 0.09], [0.14, -0.03, 0.15], [0.03, 0.05, -0.04], [0.02, 0.02, 0.02], [-0.02, -0.03, -0.01], [0.00, 0.00, -0.01], [-0.08, -0.05, -0.13], [-0.06, 0.09, 0.01], [0.01, 0.00, 0.00], [0.00, 0.04, -0.06], [-0.04, -0.44, -0.34], [0.11, -0.08, 0.11], [-0.04, -0.03, -0.01], [-0.02, 0.13, -0.02], [0.00, 0.18, 0.18], [0.01, -0.01, -0.13], [0.00, 0.01, 0.02], [0.00, 0.00, 0.01], [-0.14, 0.35, 0.14], [-0.09, -0.06, -0.05], [-0.02, -0.08, 0.00], [-0.13, 0.02, 0.00], [0.09, -0.03, -0.03], [0.09, 0.21, -0.03], [-0.08, 0.00, 0.04], [-0.04, -0.04, 0.03], [0.15, 0.00, 0.08], [0.05, 0.00, -0.03], [0.00, -0.05, -0.06], [0.01, 0.02, 0.03], [0.08, -0.08, 0.07], [0.00, -0.01, 0.00]],
  "lowdin_charge": [-0.5939, 0.1178, 0.1676, -0.0719, -0.4885, 0.0599, 0.0507, 0.0777, 0.0844, 0.0806, -0.0085, -0.0193, 0.0650, 0.0847, -0.0269, 0.0834, 0.0139, 0.0719, 0.0852, 0.0613, 0.0901, -0.2878, -0.0218, 0.0933, -0.0139, 0.0998, -0.0163, -0.2933, -0.0146, -0.4819, 0.0846, 0.0825, 0.0853, 0.0852, 0.0805, -0.0252, 0.1055, 0.0829, 0.0848, -0.0776, -0.1914, 0.0793, 0.1068, -0.4853, 0.0694, 0.0923, 0.0848, 0.0258, 0.0891, 0.0787, 0.0853, -0.0220, -0.5010, 0.0642, 0.0920, -0.4922, 0.0850, 0.0910, 0.0910, -0.1103, 0.0858, 0.1007, 0.0852, -0.0230, 0.0680, 0.3709, 0.0822, 0.0854, 0.0478, -0.0221, -0.0143, 0.0574, 0.0679, 0.0836, 0.1068, 0.0855, 0.0756, 0.0549, 0.0865, 0.0826, -0.2813, 0.0881, 0.0543, -0.0798, 0.4344, 0.0864, 0.0817, -0.4857, 0.0818, -0.0216, 0.0880, 0.0820, 0.0414, -0.4519, -0.0140, 0.0658, -0.0411, -0.0251, 0.0900, 0.0390, 0.0787, -0.2310, 0.0837, 0.0847, 0.0578, -0.5018, 0.1649, -0.0878, 0.1016, 0.0668, -0.4920, 0.0850, 0.0630, 0.0810, 0.0759]
}